(1)
{
  "formula": "C9H14O",
  "method": "the ωB97M-V functional and the def2-TZVPD basis",
  "fmax_ev_per_a": 2.70,
  "homo_energy_ev": -8.769,
  "total_charge": 0,
  "smiles": "Cc1ccc(O)cc1.CC",
  "mol_weight_g_mol": 138.2,
  "e_tot_ev": -11606.2890,
  "elements": ["C", "C", "C", "C", "C", "O", "C", "C", "H", "H", "H", "H", "H", "H", "H", "H", "C", "C", "H", "H", "H", "H", "H", "H"],
  "xyz": [[0.55266, -0.53950, -2.72408], [-0.06448, 0.26022, -1.58543], [-1.11327, -0.34326, -0.86392], [-1.88244, 0.46661, -0.00924], [-1.43864, 1.77091, 0.31492], [-2.26569, 2.41975, 1.21164], [-0.36987, 2.33679, -0.32660], [0.31632, 1.52314, -1.23927], [1.21431, 0.09283, -3.34063], [-0.27817, -0.58875, -3.44349], [1.07973, -1.39571, -2.31841], [-1.52376, -1.33610, -0.80787], [-2.82337, 0.07754, 0.34016], [-2.74435, 3.17645, 0.88975], [-0.02789, 3.32295, -0.06000], [1.10961, 1.92907, -1.83139], [1.80602, -2.20334, 1.76513], [0.87774, -1.03001, 2.19808], [2.62447, -2.29134, 2.47111], [1.26099, -3.15288, 1.92900], [1.94999, -2.21818, 0.68600], [-0.08762, -1.46570, 2.49567], [1.19879, -0.32082, 2.96117], [0.62892, -0.49066, 1.28769]],
  "nbo_charge": [-0.639, -0.033, -0.212, -0.235, 0.282, -0.716, -0.267, -0.206, 0.212, 0.229, 0.229, 0.221, 0.219, 0.485, 0.223, 0.208, -0.624, -0.622, 0.213, 0.199, 0.209, 0.202, 0.210, 0.213]
}

---

(2)
{
  "formula": "C20H21BaN7O3SSe",
  "method": "the ωB97M-V functional and the def2-TZVPD basis",
  "fmax_ev_per_a": 4.32,
  "homo_energy_ev": [0.792, 0.806],
  "total_charge": -2,
  "mol_weight_g_mol": 655.8,
  "e_tot_ev": -114532.5066,
  "elements": ["Ba", "N", "C", "C", "O", "N", "C", "C", "O", "O", "H", "H", "H", "H", "H", "H", "N", "C", "C", "C", "C", "C", "N", "C", "C", "C", "C", "C", "N", "H", "H", "H", "H", "H", "H", "H", "H", "H", "N", "C", "S", "C", "C", "C", "N", "C", "C", "H", "H", "H", "H", "H", "H", "Se"],
  "xyz": [[0.90282, -0.38170, -1.20864], [4.87131, 1.44723, 0.46631], [4.22052, 0.17665, 0.74719], [3.43800, -0.40104, -0.42165], [3.24624, 0.36191, -1.44104], [2.90855, -1.61875, -0.39633], [2.72505, -2.25023, 0.91352], [1.63849, -1.54265, 1.81272], [1.45417, -1.98475, 2.93463], [1.07053, -0.53179, 1.27514], [5.37747, 1.34593, -0.41283], [4.13989, 2.11541, 0.22794], [4.97261, -0.55490, 1.06158], [3.54333, 0.30899, 1.59321], [2.39383, -3.28330, 0.77747], [3.64106, -2.28844, 1.52002], [-2.64428, -2.99088, -1.35394], [-2.81048, -1.74427, -0.74941], [-4.00641, -1.05611, -0.99572], [-4.20359, 0.14876, -0.36383], [-3.22032, 0.64384, 0.49066], [-2.09271, -0.12796, 0.67215], [-1.88859, -1.30747, 0.07935], [-1.51070, -3.76065, -1.54663], [-1.71869, -5.06372, -2.04014], [-0.63427, -5.86219, -2.28931], [0.64582, -5.36718, -2.04697], [0.74609, -4.07892, -1.56865], [-0.29792, -3.28342, -1.31427], [-3.41914, -3.26788, -1.93891], [-4.72592, -1.44445, -1.70461], [-5.10256, 0.71982, -0.56142], [-3.30782, 1.60269, 0.97923], [-1.28570, 0.20340, 1.30969], [-2.72600, -5.41507, -2.21741], [-0.78337, -6.86684, -2.66741], [1.53361, -5.95352, -2.23411], [1.71411, -3.62662, -1.39646], [-0.55746, 6.21899, 3.03515], [-1.15386, 5.94338, 1.81258], [-2.32103, 7.01193, 1.21832], [-0.73525, 4.73223, 1.16087], [-1.16857, 4.40586, -0.14141], [-0.71808, 3.25914, -0.74751], [0.13795, 2.39066, -0.18288], [0.53498, 2.67021, 1.06370], [0.14047, 3.79164, 1.76104], [-0.71835, 7.15943, 3.36283], [0.35857, 5.84410, 3.20718], [-1.85118, 5.06728, -0.65782], [-1.05615, 2.99016, -1.74146], [1.17638, 1.93428, 1.52745], [0.49030, 3.89311, 2.77895], [-1.36374, -0.33235, -3.44809]],
  "nbo_charge": [1.793, -0.832, -0.326, 0.560, -0.826, -0.739, -0.372, 0.781, -0.724, -0.901, 0.350, 0.355, 0.187, 0.218, 0.201, 0.178, -0.576, 0.443, -0.259, -0.157, -0.313, 0.043, -0.483, 0.422, -0.286, -0.172, -0.322, 0.065, -0.458, 0.391, 0.205, 0.196, 0.203, 0.213, 0.195, 0.194, 0.203, 0.212, -0.780, 0.136, -0.214, -0.142, -0.199, 0.040, -0.414, 0.025, -0.232, 0.396, 0.385, 0.238, 0.249, 0.233, 0.201, -1.786]
}

---

(3)
{
  "formula": "C14H16",
  "method": "the ωB97M-V functional and the def2-TZVPD basis",
  "fmax_ev_per_a": 5.04,
  "homo_energy_ev": -8.911,
  "total_charge": 0,
  "smiles": "Cc1ccccc1.Cc1ccccc1",
  "mol_weight_g_mol": 184.3,
  "e_tot_ev": -14775.4451,
  "elements": ["C", "C", "C", "C", "C", "C", "C", "H", "H", "H", "H", "H", "H", "H", "H", "C", "C", "C", "C", "C", "C", "C", "H", "H", "H", "H", "H", "H", "H", "H"],
  "xyz": [[-2.81500, -1.93217, -2.95265], [-1.28564, -2.10452, -2.98152], [-0.77679, -3.06228, -3.84810], [0.58445, -3.36796, -3.76455], [1.41097, -2.44524, -3.07086], [0.91284, -1.62730, -2.16383], [-0.47557, -1.46015, -2.07561], [-3.13564, -0.96765, -2.63710], [-3.38592, -2.82903, -2.54375], [-3.38435, -1.79074, -3.88549], [-1.40355, -3.59122, -4.55294], [0.95491, -4.16108, -4.41739], [2.38236, -2.57410, -3.43592], [1.51838, -0.88374, -1.51018], [-0.92494, -0.68092, -1.45357], [-1.37365, 1.83938, 3.73891], [0.09109, 2.10632, 3.36383], [0.48098, 3.42065, 3.29471], [1.73872, 3.64103, 2.63275], [2.63667, 2.59870, 2.39734], [2.18566, 1.30714, 2.46371], [0.87231, 1.10645, 2.77426], [-1.32832, 1.18406, 4.64599], [-1.96859, 1.23706, 3.16266], [-1.88110, 2.76903, 4.04689], [-0.19742, 4.24884, 3.66335], [1.84443, 4.65802, 2.29825], [3.58086, 2.85754, 2.03912], [2.66423, 0.40996, 2.13423], [0.47763, 0.09393, 2.63746]],
  "nbo_charge": [-0.659, -0.022, -0.213, -0.183, -0.238, -0.207, -0.216, 0.221, 0.224, 0.222, 0.211, 0.210, 0.216, 0.218, 0.214, -0.629, -0.010, -0.219, -0.190, -0.233, -0.207, -0.217, 0.212, 0.220, 0.211, 0.218, 0.210, 0.213, 0.216, 0.206]
}

---

(4)
{
  "formula": "H3N4",
  "method": "the ωB97M-V functional and the def2-TZVPD basis",
  "fmax_ev_per_a": 3.45,
  "homo_energy_ev": -2.729,
  "total_charge": -1,
  "smiles": "N=[N+]([NH-])[NH-]",
  "mol_weight_g_mol": 59.1,
  "e_tot_ev": -6004.9431,
  "elements": ["N", "N", "N", "N", "H", "H", "H"],
  "xyz": [[-0.12744, 0.28085, -1.59084], [0.00905, -0.07432, 0.08567], [-0.75395, -0.99782, 0.54520], [0.77415, 0.60679, 0.89923], [0.31664, 1.26692, -1.72512], [-1.41044, -1.40758, -0.03046], [0.69492, 0.09142, 1.83362]],
  "nbo_charge": [-0.852, 0.251, -0.665, -0.613, 0.274, 0.321, 0.284]
}

---

(5)
{
  "formula": "C4H9O3",
  "method": "the ωB97M-V functional and the def2-TZVPD basis",
  "fmax_ev_per_a": 5.43,
  "homo_energy_ev": -4.313,
  "total_charge": -1,
  "mol_weight_g_mol": 105.1,
  "e_tot_ev": -10436.3884,
  "elements": ["C", "O", "H", "H", "H", "H", "C", "C", "C", "O", "O", "H", "H", "H", "H", "H"],
  "xyz": [[1.49580, -2.03533, -0.67660], [0.39104, -1.89755, 0.33801], [0.44021, -0.98467, 0.65918], [1.97975, -3.10718, -0.56615], [2.11662, -1.13428, -0.36928], [0.97252, -2.00957, -1.54067], [-0.84624, 1.00775, 0.84517], [-1.64901, 0.89534, -0.41789], [0.60983, 1.50068, 0.47524], [0.70072, 2.53875, -0.18633], [1.51141, 0.73231, 0.93190], [-1.25390, 1.72501, 1.55139], [-0.94023, 0.29767, 1.54072], [-1.17335, 1.53332, -1.24920], [-2.64825, 1.08640, -0.36163], [-1.70691, -0.14866, -0.97387]],
  "nbo_charge": [-0.273, -0.797, 0.503, 0.143, 0.237, 0.159, -0.561, -0.609, 0.783, -0.755, -0.820, 0.196, 0.199, 0.231, 0.180, 0.184]
}

---

(6)
{
  "formula": "C3H13NO2S",
  "method": "the ωB97M-V functional and the def2-TZVPD basis",
  "fmax_ev_per_a": 2.86,
  "homo_energy_ev": [-13.743, -13.743],
  "total_charge": 1,
  "mol_weight_g_mol": 127.2,
  "e_tot_ev": -19733.1635,
  "spin_multiplicity": 2,
  "elements": ["C", "C", "C", "S", "N", "H", "H", "H", "H", "H", "H", "H", "H", "H", "H", "H", "O", "H", "H", "O"],
  "xyz": [[0.33884, -2.67505, 1.62150], [-0.17746, -1.23590, 1.36748], [0.91099, -0.41223, 0.70532], [0.21691, 1.13033, 0.14416], [-1.28231, -1.24125, 0.30909], [1.32972, -2.68073, 2.11733], [-0.35356, -3.35445, 2.12430], [0.47458, -3.09718, 0.61657], [-0.68838, -0.80026, 2.22943], [1.36377, -0.92948, -0.13563], [1.69972, -0.15523, 1.42250], [1.03121, 1.13576, -0.98440], [-0.85037, -1.15297, -0.62626], [-1.98424, -0.52054, 0.48266], [-0.38834, -1.15989, -3.14314], [-1.23933, 0.09694, -2.93015], [-1.07585, -0.79345, -2.58274], [0.75146, 6.23352, -0.40939], [0.00771, 5.42917, -1.46611], [-0.08509, 6.18287, -0.86252]],
  "mulliken_spin": [0.017, 0.012, 0.005, 0.273, 0.745, 0.000, 0.002, -0.002, 0.001, -0.008, 0.004, -0.006, -0.023, -0.018, 0.001, 0.000, -0.002, 0.000, 0.000, 0.000]
}